# C12F10Xe

A molecular structure, C12F10Xe (ωB97M-V with the def2-TZVPD basis set, the Open Molecules 2025 dataset).

The calculation puts the orbital gap at 9.10 eV. For the strongest force on any atom, the calculation gives 1.5 eV/Å. As for the net charge: 0. Its HOMO energy is -0.3487 Eh.

Each line ends with the natural charge from an NBO analysis.
Element x y z (Å)
C 4.516377 -1.133105 -0.022348  0.298
C 3.496577 -0.215395 -0.024378  0.303
C 2.185777 -0.600485 -0.016228  -0.417
C 1.902667 -1.937185 -0.004868  0.307
C 2.893027 -2.884815 -0.002328  0.261
C 4.205227 -2.476035 -0.011448  0.279
F 5.783867 -0.755935 -0.030388  -0.289
F 3.806197 1.083775 -0.034108  -0.306
Xe 0.352307 0.713575 -0.017848  0.868
F 0.634337 -2.354445 0.003572  -0.308
F 2.600467 -4.173755 0.007562  -0.280
F 5.170287 -3.375475 -0.009658  -0.277
C -4.509563 1.853895 0.026332  0.279
C -3.862773 1.549075 1.207132  0.260
C -2.529313 1.317465 1.174512  0.304
C -1.835883 1.394625 0.005822  -0.403
C -2.489623 1.667465 -1.158568  0.285
C -3.822443 1.906275 -1.169018  0.298
F -5.790793 2.077635 0.036942  -0.274
F -4.527173 1.475205 2.346872  -0.280
F -1.905143 0.997375 2.322932  -0.310
F -1.824583 1.696025 -2.327758  -0.310
F -4.449813 2.174235 -2.302738  -0.289

Cartesian forces (eV/Å) of the 6 atoms listed first:
0.117 -0.116 0.002
-0.118 0.250 0.000
0.139 0.457 -0.021
-0.100 0.091 -0.001
0.052 -0.147 -0.001
0.082 0.025 0.000